(1)
A gas-phase ion, C9H14N3O2 (charge +1) at a distorted geometry. Source: the Open Molecules 2025 dataset; level of theory: ωB97M-V/def2-TZVPD.

Geometry (Å):
C (0.97748, -1.32562, 2.66738)
C (1.78196, -0.82274, 1.75484)
C (-0.49653, -1.40358, 2.45655)
C (1.14486, 0.05794, 0.65284)
C (-1.05346, -0.96086, 1.36186)
C (1.02788, 2.41727, 0.41599)
C (0.03802, -0.37463, -2.25036)
C (-2.60019, -1.74321, -2.22825)
C (-0.76191, -0.78039, -0.98052)
N (-0.29282, -0.55559, 0.24075)
N (1.42149, 3.58765, 0.93859)
N (0.80593, 2.26013, -0.81468)
O (1.06894, 1.37518, 1.22728)
O (-1.88406, -1.37448, -1.01572)
H (1.30144, -1.74165, 3.67373)
H (2.83225, -0.65694, 1.61927)
H (-1.02622, -1.87629, 3.32958)
H (1.77512, 0.19135, -0.21879)
H (-2.11845, -0.80429, 1.31708)
H (-0.61648, -0.51689, -3.05180)
H (0.95061, -1.01848, -2.25197)
H (0.34646, 0.70936, -2.26928)
H (-3.68575, -1.94939, -1.79402)
H (-2.08266, -2.70098, -2.71056)
H (-2.76232, -1.07282, -3.06741)
H (1.33505, 4.42825, 0.45765)
H (1.48961, 3.51006, 1.89587)
H (1.08376, 3.14165, -1.35591)

F_max: 3.74 eV Å⁻¹
net charge: +1
SMILES: [H]/N=C(\N)O[C@H]1C=CC=C/[N+]1=C(/C)OC
ΔE to the lowest compared entry with this formula, charge and spin: 1.806 eV
Kohn-Sham gap: 0.3349 Ha

Atom charges from the Löwdin analysis, given in e for atoms 1 to 5: -0.055 0.007 -0.034 -0.136 -0.068


(2)
C18H34N2O6S in the gas phase. Source: the Open Molecules 2025 dataset; level of theory: ωB97M-V/def2-TZVPD.

Geometry (Å):
C (6.62290, -0.56060, 3.98466)
C (5.24896, -0.25973, 3.39841)
C (5.19255, -0.58328, 1.90656)
C (3.81078, -0.35422, 1.30232)
C (3.36719, 1.10836, 1.27765)
N (2.31293, 1.11502, 0.27873)
C (1.89788, 2.43140, -0.14730)
H (1.60057, 3.01251, 0.72450)
H (1.04376, 2.32936, -0.81604)
H (2.69706, 2.97579, -0.67371)
C (2.78383, 0.28217, -0.82547)
C (1.60807, -0.39116, -1.52299)
O (1.53284, -0.52894, -2.72557)
N (0.69514, -0.87365, -0.65232)
H (0.78876, -0.56994, 0.30637)
C (-0.57496, -1.39347, -1.09019)
H (-0.56882, -1.31402, -2.18605)
C (-1.71498, -0.53068, -0.51997)
H (-1.90984, -0.81558, 0.52476)
C (-3.02126, -0.65712, -1.31226)
O (-2.83550, -0.34823, -2.67579)
H (-2.17437, 0.35436, -2.73941)
C (-4.07693, 0.28525, -0.70054)
O (-5.26782, 0.25638, -1.44374)
H (-5.02197, 0.14601, -2.37388)
H (-4.32665, -0.03416, 0.31782)
C (-3.52217, 1.71907, -0.64161)
O (-4.39360, 2.58392, 0.02708)
H (-5.29514, 2.29064, -0.16206)
H (-3.36722, 2.07726, -1.67772)
C (-2.16126, 1.71328, 0.05746)
O (-1.27476, 0.82570, -0.55168)
H (-1.69799, 2.70171, -0.00302)
S (-2.37650, 1.34831, 1.84539)
C (-0.69893, 1.79515, 2.38195)
H (-0.58446, 1.42203, 3.39392)
H (-0.59452, 2.87684, 2.36917)
H (0.02429, 1.32925, 1.71901)
H (-3.39043, -1.68608, -1.27300)
C (-0.73149, -2.88481, -0.70317)
O (-1.89855, -3.43419, -1.26244)
H (-1.79896, -3.45075, -2.22279)
C (0.50885, -3.67357, -1.12201)
H (0.73715, -3.48946, -2.16988)
H (0.32529, -4.73549, -0.97835)
H (1.36664, -3.38131, -0.52469)
H (-0.87605, -2.96619, 0.38029)
H (3.32024, 0.87496, -1.58381)
C (3.73442, -0.74903, -0.18313)
H (3.36970, -1.76702, -0.31281)
H (4.71997, -0.68697, -0.64355)
H (2.96793, 1.45306, 2.23344)
H (4.21175, 1.75825, 0.99281)
H (3.07349, -0.93087, 1.86943)
H (5.92506, 0.03065, 1.37688)
H (5.46918, -1.63012, 1.75907)
H (4.49363, -0.84834, 3.92385)
H (5.01459, 0.79518, 3.55158)
H (6.86806, -1.61332, 3.86257)
H (7.38840, 0.02857, 3.48460)
H (6.64648, -0.32352, 5.04550)

F_max: 1.00 eV Å⁻¹
SMILES: CCC[C@@H]1C[C@@H](C(=O)N[C@H]([C@H]2O[C@H](SC)[C@H](O)[C@@H](O)[C@H]2O)[C@H](C)O)N(C)C1
ΔE to the lowest compared entry with this formula, charge and spin: 0.183 eV
Kohn-Sham gap: 0.3427 Ha

Atom charges from the Löwdin analysis, given in e for atoms 1 to 5: -0.115 -0.267 -0.197 -0.300 -0.155


(3)
2 unconnected molecules or ions with the total composition C4H7NO. Source: the Open Molecules 2025 dataset; level of theory: ωB97M-V/def2-TZVPD.

Geometry (Å):
C (-0.56329, 1.44757, -1.44808)
C (-0.10697, 0.34231, -0.56622)
N (0.88304, -0.43135, -0.69849)
C (0.78745, -1.36429, 0.43009)
C (-0.29558, -0.81071, 1.33779)
O (-0.90412, 0.13048, 0.56576)
H (-1.58903, 1.25921, -1.77972)
H (0.09677, 1.51963, -2.31310)
H (-0.56026, 2.39427, -0.89838)
H (0.43954, -2.33271, 0.04195)
H (1.74961, -1.53268, 0.91399)
H (0.76872, 0.21330, 2.20961)
H (0.07959, -0.32386, 2.45375)

F_max: 0.45 eV Å⁻¹
ΔE to the lowest compared entry with this formula, charge and spin: 4.759 eV
Kohn-Sham gap: 0.3417 Ha

Atom charges from the Löwdin analysis, given in e for atoms 1 to 5: 0.005 -0.419 0.117 -0.231 -0.125


(4)
A molecular structure, C15H32N6O7Sr at a distorted geometry. Source: the Open Molecules 2025 dataset; level of theory: ωB97M-V/def2-TZVPD.

Geometry (Å):
O (-0.35953, -2.04803, -5.74359)
H (-1.17912, -1.72546, -5.31193)
Sr (-0.31823, 0.09494, -0.91838)
N (1.20777, -1.12580, -2.02602)
N (-1.27326, -1.94193, -0.72176)
N (0.14872, 2.23848, -1.56168)
N (-2.14711, 1.26737, -0.10357)
O (2.35646, -0.65712, -2.13193)
O (1.35395, 2.61289, -2.26305)
O (-3.16285, 0.62432, 0.64310)
O (-2.47183, -2.07359, -0.17929)
C (-0.63854, -2.78445, -1.52880)
C (0.72499, -2.35462, -2.14778)
C (-0.47287, 3.03338, -0.71675)
C (-1.73436, 2.48897, 0.07391)
C (1.60555, -3.20291, -2.99374)
H (1.74313, -2.65592, -3.96137)
H (1.16453, -4.20416, -3.12473)
H (2.58245, -3.19647, -2.44936)
C (-1.23077, -4.12955, -1.70169)
H (-2.24267, -3.97955, -2.15836)
H (-1.38662, -4.50479, -0.65750)
H (-0.56528, -4.77412, -2.30720)
C (-0.05104, 4.45759, -0.54551)
C (-2.46162, 3.44486, 0.98000)
H (0.61835, 4.65711, -1.41569)
H (0.53661, 4.56174, 0.40512)
H (-0.96273, 5.10804, -0.55615)
H (-3.05664, 2.80496, 1.67809)
H (-3.16026, 4.02099, 0.31904)
H (-1.74904, 4.11802, 1.52055)
H (1.50984, 1.82348, -2.83805)
H (-3.04095, -0.33367, 0.37733)
C (-2.16700, 0.28623, -2.97587)
H (-2.21899, 0.07277, -4.04026)
H (-2.05548, 1.33886, -2.63183)
H (-2.81052, -0.31761, -2.32034)
O (1.61344, 1.01609, -5.36290)
H (1.33872, 0.18456, -5.79704)
H (0.85093, 1.22585, -4.78562)
C (-0.40593, 1.84640, 2.99872)
N (0.60483, 0.85325, 3.27487)
C (1.33956, 0.94543, 4.49681)
C (1.26537, -0.43020, 5.11521)
C (1.96050, -1.41406, 4.21192)
N (1.57159, -1.23168, 2.84549)
C (1.91928, -2.31667, 1.93369)
C (0.85685, -0.16447, 2.38920)
O (0.46552, -0.12065, 1.22631)
H (-1.02411, 1.98744, 3.89860)
H (-1.03141, 1.52473, 2.16582)
H (0.03872, 2.81968, 2.74653)
H (2.38722, 1.21850, 4.31734)
H (0.85750, 1.69966, 5.11271)
H (0.21012, -0.72373, 5.23587)
H (1.72541, -0.43193, 6.10693)
H (1.73029, -2.44173, 4.50562)
H (3.04653, -1.27212, 4.28140)
H (3.00481, -2.46595, 1.91622)
H (1.46882, -3.25430, 2.28009)
H (1.57041, -2.09932, 0.92125)

F_max: 2.80 eV Å⁻¹
Kohn-Sham gap (alpha / beta): 0.1245 / 0.2289 Ha

Atom charges from the Löwdin analysis, given in e for atoms 1 to 5: -0.332 -0.118 1.566 -0.373 -0.350


(5)
2 unconnected molecules or ions with the total composition C3H10NO2 at a distorted geometry. Source: the Open Molecules 2025 dataset; level of theory: ωB97M-V/def2-TZVPD.

Geometry (Å):
C (2.04259, 0.41123, 0.33035)
C (0.37531, -1.16601, -0.36767)
C (-0.30121, 1.20668, 0.17002)
N (0.71733, 0.23670, -0.17285)
O (-2.96949, -0.15167, -0.13754)
O (0.29070, 1.21074, -1.07643)
H (2.15517, 1.42229, 0.73980)
H (2.35287, -0.30440, 1.06350)
H (2.65307, 0.11000, -0.47603)
H (1.20349, -1.62045, -0.82575)
H (0.13789, -1.63075, 0.68196)
H (-0.46567, -1.49686, -1.04862)
H (-3.24602, -0.47278, 0.71160)
H (-1.30558, 0.70534, 0.26476)
H (-0.00461, 1.95199, 0.91593)
H (-3.63584, -0.41207, -0.77304)

F_max: 3.33 eV Å⁻¹
net charge: +1
ΔE to the lowest compared entry with this formula, charge and spin: 4.171 eV
Kohn-Sham gap: 0.4750 Ha

Atom charges from the Löwdin analysis, given in e for atoms 1 to 5: 0.041 0.036 -0.017 -0.297 -0.037